1.
Density functional theory data (ωB97M-V/def2-TZVPD) for a cluster of 2 separate species, C4H13N4O in total.

Summary:
2S+1 ... 2
Kohn-Sham gap (alpha / beta) ... 3.53 / 8.95 eV
Energy above the lowest of the compared OMol25 structures with the same formula, charge and spin ... 21.6 kcal per mole

Bonds (Å) are listed after each position.
Cartesian coordinates (Å):
1 C -0.783 3.082 -0.090  N4 1.444, H11 1.089, H12 1.094, H13 1.127
2 C -1.157 0.775 -0.887  N3 1.376, N4 1.396, N5 1.385
3 N -2.042 -0.271 -1.006  C2 1.376, H6 1.008, H7 1.007
4 N -1.662 1.972 -0.376  C1 1.444, C2 1.396, H8 0.998
5 N 0.135 0.695 -1.381  C2 1.385, H9 0.996, H10 1.032
6 H -3.044 -0.195 -0.929  N3 1.008
7 H -1.766 -1.232 -1.131  N3 1.007
8 H -2.627 2.165 -0.211  N4 0.998
9 H 0.765 1.357 -0.985  N5 0.996
10 H 0.475 -0.273 -1.482  N5 1.032
11 H -1.354 3.801 0.495  C1 1.089
12 H -0.182 3.517 -0.894  C1 1.094
13 H 0.101 2.747 0.524  C1 1.127
14 C 0.578 -2.264 1.476  C15 1.513, H18 1.096, H19 1.084, H22 1.104
15 C 1.418 -1.875 0.278  C14 1.513, O16 1.225, N17 1.338
16 O 0.935 -1.766 -0.842  C15 1.225
17 N 2.706 -1.635 0.552  C15 1.338, H20 1.006, H21 1.010
18 H -0.148 -3.065 1.296  C14 1.096
19 H 0.027 -1.479 1.981  C14 1.084
20 H 3.441 -1.381 -0.086  N17 1.006
21 H 3.017 -1.825 1.493  N17 1.010
22 H 1.167 -2.848 2.204  C14 1.104

---

2.
Density functional theory data (ωB97M-V/def2-TZVPD) for a cluster of 2 separate species, C4H13N4O in total.

Summary:
Net charge ... +1
Kohn-Sham gap ... 10.12 eV
Energy above the lowest of the compared OMol25 structures with the same formula, charge and spin ... 72.2 kcal per mole

Bonds (Å) are listed after each position.
Cartesian coordinates (Å):
1 C -0.710 -1.206 1.267  N4 1.477, H11 1.161, H12 1.051, H13 1.048
2 C 0.752 0.622 1.954  N3 1.332, N4 1.333, N5 1.374
3 N 1.931 1.000 2.447  C2 1.332, H6 0.983, H7 0.983
4 N 0.503 -0.688 1.932  C1 1.477, C2 1.333, H8 1.012
5 N -0.214 1.556 1.666  C2 1.374, H9 0.988, H10 0.988
6 H 2.037 1.844 2.939  N3 0.983
7 H 2.735 0.449 2.325  N3 0.983
8 H 1.300 -1.229 1.623  N4 1.012
9 H -0.908 1.334 1.000  N5 0.988
10 H -0.293 2.445 2.089  N5 0.988
11 H -0.825 -1.017 0.128  C1 1.161
12 H -1.506 -0.920 1.890  C1 1.051
13 H -0.664 -2.252 1.225  C1 1.048
14 C -0.432 -0.948 -3.671  C15 1.526, H20 1.013, H21 1.071, H22 1.119
15 C -0.669 -0.467 -2.242  C14 1.526, O16 1.259, N17 1.416
16 O -0.259 -0.989 -1.172  C15 1.259
17 N -0.891 0.916 -2.033  C15 1.416, H18 1.004, H19 1.005
18 H -0.633 1.353 -1.167  N17 1.004
19 H -1.325 1.625 -2.597  N17 1.005
20 H 0.395 -0.466 -4.002  C14 1.013
21 H -1.227 -0.795 -4.372  C14 1.071
22 H 0.047 -1.958 -3.629  C14 1.119

---

3.
Density functional theory data (ωB97M-V/def2-TZVPD) for a cluster of 2 separate species, C4H13NO in total.

Summary:
Net charge ... -1
2S+1 ... 2
Kohn-Sham gap (alpha / beta) ... 3.01 / 8.97 eV
Energy above the lowest of the compared OMol25 structures with the same formula, charge and spin ... 4.2 kcal per mole

Bonds (Å) are listed after each position.
Cartesian coordinates (Å):
1 C -1.376 -0.668 0.688  N2 1.442, C5 1.515, H6 1.088, H7 1.100
2 N -0.556 -0.154 -0.381  C1 1.442, C3 1.467, H8 1.018
3 C -0.340 1.295 -0.303  N2 1.467, C4 1.523, H9 1.060, H10 1.076
4 C 0.275 1.772 -1.612  C3 1.523, H11 1.078, H12 1.090, H13 1.092
5 C -0.812 -1.946 1.274  C1 1.515, H14 1.091, H15 1.094, H16 1.101
6 H -1.512 0.007 1.530  C1 1.088
7 H -2.405 -0.768 0.314  C1 1.100
8 H 0.377 -0.559 -0.329  N2 1.018
9 H -1.277 1.778 -0.192  C3 1.060
10 H 0.269 1.514 0.557  C3 1.076
11 H -0.514 1.790 -2.348  C4 1.078
12 H 0.730 2.760 -1.539  C4 1.090
13 H 1.078 1.104 -1.931  C4 1.092
14 H -1.334 -2.361 2.138  C5 1.091
15 H 0.239 -1.840 1.560  C5 1.094
16 H -0.795 -2.726 0.497  C5 1.101
17 H 2.738 0.416 0.082  O19 0.988
18 H 2.771 -0.943 -0.403  O19 0.987
19 O 2.444 -0.472 0.401  H17 0.988, H18 0.987

---

4.
Density functional theory data (ωB97M-V/def2-TZVPD) for a cluster of 2 separate species, C4H13NO in total.

Summary:
SMILES string ... CCCNC.O
Kohn-Sham gap ... 9.24 eV
Energy above the lowest of the compared OMol25 structures with the same formula, charge and spin ... 20.2 kcal per mole

Bonds (Å) are listed after each position.
Cartesian coordinates (Å):
1 N 1.179 0.155 -0.994  C2 1.475, C4 1.473, H6 1.028
2 C 1.363 1.556 -0.572  N1 1.475, H7 1.103, H8 1.103, H9 1.103
3 C -1.419 -2.480 -0.206  C5 1.557, H10 1.103, H11 1.103, H12 1.103
4 C -0.066 -0.404 -0.438  N1 1.473, C5 1.511, H13 1.107, H14 1.107
5 C -0.164 -1.847 -0.876  C3 1.557, C4 1.511, H15 1.107, H16 1.107
6 H 1.962 -0.483 -0.806  N1 1.028
7 H 0.364 2.021 -0.621  C2 1.103
8 H 2.078 2.202 -1.108  C2 1.103
9 H 1.670 1.494 0.486  C2 1.103
10 H -2.368 -2.237 -0.713  C3 1.103
11 H -1.504 -2.194 0.856  C3 1.103
12 H -1.258 -3.570 -0.264  C3 1.103
13 H -0.935 0.189 -0.783  C4 1.107
14 H -0.059 -0.377 0.669  C4 1.107
15 H 0.712 -2.418 -0.513  C5 1.107
16 H -0.230 -1.992 -1.971  C5 1.107
17 O -0.402 3.586 2.239  H18 0.984, H19 0.984
18 H -0.790 4.080 2.996  O17 0.984
19 H -0.133 2.720 2.620  O17 0.984

---

5.
Density functional theory data (ωB97M-V/def2-TZVPD) for a cluster of 2 separate species, C4H13NO in total.

Summary:
SMILES string ... CCCNC.O
Kohn-Sham gap ... 9.37 eV
Energy above the lowest of the compared OMol25 structures with the same formula, charge and spin ... 16.7 kcal per mole

Bonds (Å) are listed after each position.
Cartesian coordinates (Å):
1 C 0.237 -1.001 1.653  C2 1.526, H6 1.096, H7 1.088, H8 1.099
2 C 0.120 -1.829 0.377  C1 1.526, C3 1.523, H9 1.098, H10 1.095
3 C -0.661 -1.139 -0.733  C2 1.523, N4 1.456, H11 1.100, H12 1.111
4 N -0.049 0.091 -1.214  C3 1.456, C5 1.460, H13 0.998
5 C -1.009 0.948 -1.904  N4 1.460, H14 1.085, H15 1.098, H16 1.099
6 H -0.696 -1.061 2.224  C1 1.096
7 H 1.058 -1.353 2.276  C1 1.088
8 H 0.325 0.084 1.500  C1 1.099
9 H 1.118 -2.067 -0.012  C2 1.098
10 H -0.356 -2.801 0.545  C2 1.095
11 H -0.824 -1.776 -1.615  C3 1.100
12 H -1.683 -0.959 -0.338  C3 1.111
13 H 0.390 0.568 -0.455  N4 0.998
14 H -1.651 0.316 -2.509  C5 1.085
15 H -1.571 1.616 -1.239  C5 1.098
16 H -0.448 1.569 -2.618  C5 1.099
17 H 1.600 3.139 1.715  O19 0.962
18 H 1.518 2.046 0.651  O19 0.955
19 O 1.195 2.289 1.516  H17 0.962, H18 0.955

---

6.
Density functional theory data (ωB97M-V/def2-TZVPD) for a cluster of 2 separate species, C4H13NO in total.

Summary:
SMILES string ... CNC(C)C.O
Kohn-Sham gap ... 9.80 eV
Energy above the lowest of the compared OMol25 structures with the same formula, charge and spin ... 14.7 kcal per mole

Bonds (Å) are listed after each position.
Cartesian coordinates (Å):
1 C -0.123 -1.379 -1.441  N2 1.473, H6 1.098, H7 1.082, H8 1.090
2 N -0.789 -0.216 -0.830  C1 1.473, C4 1.473, H9 1.013
3 C 0.780 1.740 -0.686  C4 1.533, H10 1.091, H11 1.097, H12 1.089
4 C 0.003 0.650 0.061  N2 1.473, C3 1.533, C5 1.537, H13 1.094
5 C 1.027 -0.127 0.903  C4 1.537, H14 1.083, H15 1.086, H16 1.089
6 H 0.823 -1.120 -1.935  C1 1.098
7 H -0.859 -1.887 -2.048  C1 1.082
8 H 0.140 -2.080 -0.648  C1 1.090
9 H -1.246 0.331 -1.551  N2 1.013
10 H 1.208 2.483 -0.011  C3 1.091
11 H 0.149 2.282 -1.401  C3 1.097
12 H 1.532 1.257 -1.309  C3 1.089
13 H -0.745 1.053 0.750  C4 1.094
14 H 1.120 0.425 1.830  C5 1.083
15 H 2.015 -0.200 0.457  C5 1.086
16 H 0.675 -1.096 1.254  C5 1.089
17 H -2.405 -0.359 2.744  O19 0.967
18 H -1.506 -0.740 1.490  O19 0.969
19 O -1.800 -1.015 2.371  H17 0.967, H18 0.969